Record 1
DFT (ωB97M-V/def2-TZVPD) results for a cluster of 3 separate species, C26H38Cl2F2NO3PS2 in total.

Its multiplicity is 1. As for the structure (SMILES): CCP(C)[C@]1(CCCCN)C[C@H]([C@@H](Cl)[C@@H](C)Cl)S(=O)(=O)O[C@@H]1S.Fc1ccccc1.Fc1ccccc1. The LUMO energy is 0.45 eV.

Geometry as XYZ:
```
75
C26H38Cl2F2NO3PS2, DFT ωB97M-V/def2-TZVPD
C 0.88187 -1.77519 1.85011
C 0.57721 -0.36128 1.18318
P -1.27461 -0.24440 1.01368
C -1.87185 -0.28512 2.81336
C -1.86688 1.42689 0.37157
C -1.40911 2.67029 1.23861
C 0.12872 2.90183 1.28596
C 0.53547 4.41854 1.18626
C 0.57662 4.88172 -0.30201
N 1.90197 4.55333 -0.87264
C -3.45331 1.38467 0.58682
C -4.22125 2.41599 -0.28773
C -5.74842 2.50213 0.00309
Cl -6.45294 0.86857 0.40429
C -6.06301 3.50965 1.18069
C -5.90664 5.00318 0.75957
Cl -7.77410 3.19441 1.76995
S -4.02812 1.83864 -2.04186
O -3.87386 2.97000 -2.97574
O -5.09883 0.88179 -2.40507
O -2.61834 0.94811 -1.98304
C -1.65429 1.66445 -1.16541
S -0.00577 1.22619 -1.83530
H 0.03859 -2.16348 2.44351
H 1.84637 -1.76208 2.38391
H 1.01557 -2.48303 1.00302
H 1.03021 0.38337 1.87699
H 1.13904 -0.35163 0.23968
H -1.95772 -1.33864 3.14313
H -2.86896 0.16560 2.93840
H -1.08585 0.19565 3.43114
H -1.88241 2.66612 2.23977
H -1.85280 3.55859 0.71565
H 0.71966 2.30247 0.57411
H 0.47053 2.58866 2.30044
H -0.06488 5.06297 1.85469
H 1.57495 4.45508 1.58259
H 0.43517 5.97370 -0.36346
H -0.21138 4.30443 -0.84174
H 1.97212 4.95823 -1.80290
H 1.94600 3.54819 -1.02466
H -3.63956 1.68193 1.64036
H -3.80888 0.34443 0.44032
H -3.75860 3.42210 -0.26490
H -6.25397 2.90020 -0.90060
H -5.42844 3.33203 2.06681
H -5.08578 5.43687 1.37201
H -6.80519 5.58551 1.03494
H -5.61446 5.14552 -0.29722
H -1.77120 2.75663 -1.35936
H 0.03086 -0.12157 -2.08786
F 2.11312 -1.02782 -1.84360
C 2.58341 -2.13177 -2.46811
C 3.40768 -1.98423 -3.56900
C 3.89467 -3.11754 -4.20682
C 3.54400 -4.38083 -3.74323
C 2.71076 -4.51196 -2.63890
C 2.23056 -3.38087 -1.99270
H 3.66293 -0.99199 -3.91941
H 4.54649 -3.01596 -5.06482
H 3.92145 -5.26344 -4.24437
H 2.43469 -5.49540 -2.28035
H 1.58832 -3.46336 -1.12726
F 2.87451 -4.47511 0.61167
C 4.01713 -5.16952 0.76384
C 3.97432 -6.42617 1.34008
C 5.15438 -7.14275 1.49096
C 6.36069 -6.59129 1.07395
C 6.38765 -5.32546 0.50071
C 5.20837 -4.61021 0.33881
H 3.02614 -6.83510 1.66556
H 5.13354 -8.13011 1.93381
H 7.28023 -7.14996 1.19621
H 7.32741 -4.89500 0.17958
H 5.20807 -3.62645 -0.11372
```

Record 2
DFT (ωB97M-V/def2-TZVPD) results for a cluster of 2 separate species, C26H38Cl2N4O5 in total.

Its multiplicity is 1. As for the structure (SMILES): CCCCc1nc2c(CC(=O)O)c(CCC)c(O)c([C@H](Cl)[C@@H](C)Cl)c2nc1CCC(N)=O.CN(C)C=O. The LUMO energy is -0.58 eV.

Geometry as XYZ:
```
75
C26H38Cl2N4O5, DFT ωB97M-V/def2-TZVPD
C -3.26031 -4.64709 0.70599
C -1.95915 -3.70776 0.70040
C -1.16613 -4.04803 2.01903
C -0.10129 -2.97153 2.49533
C -0.15616 -1.59386 1.75221
N 0.87484 -1.31982 0.90718
C 0.74262 -0.05757 0.34230
C 1.84052 0.41155 -0.57707
C 3.04265 -0.56404 -0.81421
C 4.13394 -0.18790 0.27100
O 3.85336 0.08324 1.42295
O 5.47613 -0.11392 -0.07432
C 1.86313 1.71518 -1.21332
C 3.02211 2.21921 -2.13164
C 3.75280 3.52616 -1.58390
C 4.09103 3.47008 -0.04283
C 0.69985 2.63671 -0.96119
O 0.69921 3.89754 -1.56090
C -0.38136 2.20484 -0.06625
C -1.54182 3.25182 0.12717
Cl -1.91203 3.60840 1.87277
C -2.81565 2.70563 -0.69999
C -4.19498 3.05812 -0.03137
Cl -2.77854 3.53534 -2.34661
C -0.37940 0.85483 0.61141
N -1.43911 0.57643 1.46570
C -1.28655 -0.64961 2.03371
C -2.40643 -1.05048 3.07405
C -2.35133 -0.12614 4.36887
C -1.05748 -0.50389 5.17258
N 0.28615 -0.22088 4.68394
O -1.17817 -1.07605 6.24566
H -3.84272 -4.34144 1.63163
H -3.94649 -4.43686 -0.15856
H -3.01270 -5.73168 0.83897
H -1.32617 -4.02946 -0.16828
H -2.35144 -2.66168 0.63276
H -0.59421 -5.00788 1.82939
H -1.85121 -4.29914 2.88714
H -0.22863 -2.79180 3.60769
H 0.93821 -3.39084 2.37933
H 2.74848 -1.63549 -0.63871
H 3.48626 -0.50065 -1.84261
H 5.93353 0.28288 0.69481
H 3.76861 1.40110 -2.32648
H 2.56465 2.49483 -3.12995
H 4.74545 3.55947 -2.13084
H 3.19512 4.46160 -1.84180
H 3.14263 3.68551 0.53309
H 4.80693 4.31437 0.19358
H 4.57136 2.50315 0.25094
H 0.77416 3.74641 -2.52200
H -1.29378 4.24111 -0.35041
H -2.66519 1.59694 -0.80831
H -4.28325 4.18393 0.02597
H -5.00564 2.69124 -0.73261
H -4.33777 2.56672 0.96522
H -2.43294 -2.14682 3.29185
H -3.38243 -0.80996 2.55010
H -3.26825 -0.37676 4.97587
H -2.31141 0.94618 4.04609
H 0.74348 -1.05557 4.31436
H 0.83778 0.13344 5.46975
C 1.10514 -0.84148 -5.32384
O 1.91378 0.04454 -5.11679
N 0.09438 -1.18475 -4.48972
C -0.83335 -2.25321 -4.80021
C -0.06017 -0.45525 -3.24479
H 1.13658 -1.45390 -6.24018
H -1.84741 -1.84799 -4.83805
H -0.77566 -3.01638 -4.02016
H -0.59495 -2.70748 -5.76183
H -0.21404 0.60332 -3.46674
H 0.85003 -0.55830 -2.65494
H -0.90921 -0.83846 -2.67936
```

Record 3
DFT (ωB97M-V/def2-TZVPD) results for a cluster of 2 separate species, C26H38F7N6O6S in total.

Its multiplicity is 1. Its net charge is +1. The LUMO energy is -5.31 eV.

Geometry as XYZ:
```
84
C26H38F7N6O6S, DFT ωB97M-V/def2-TZVPD
C -0.22643 -1.68368 4.97162
C 0.17078 -2.61246 3.97215
C 0.31734 -3.72501 2.73231
C -0.70496 -3.32183 1.51570
C 0.00136 -3.27705 0.01973
N 0.08778 -1.84437 -0.55140
C 1.46362 -1.24000 -0.58347
C 2.12477 -1.05823 -2.07409
C 3.09628 0.25566 -2.24389
C 4.58511 0.10142 -1.56154
C 4.65578 1.19523 -0.30481
C 5.56536 0.63252 0.97181
C 4.69734 -0.46187 1.85731
O 5.60260 -1.37755 2.59686
C 5.83332 -2.53961 1.67591
C -1.09285 -1.31308 -0.97668
N -2.42497 -2.04212 -0.92706
C -3.47060 -1.10897 -1.49632
S -5.31563 -1.44626 -1.65945
O -5.66700 -1.38017 -3.19483
O -5.75640 -2.85002 -1.18207
C -6.20464 -0.01027 -0.85214
F -6.73455 0.94414 -1.89526
F -5.15890 0.78867 -0.11003
C -7.34110 -0.42283 0.25453
F -6.90276 -1.48606 1.21725
F -7.55048 0.80610 1.10837
C -8.81570 -0.78934 -0.36642
F -9.36257 -1.93473 0.43897
F -9.73654 0.37377 -0.08322
F -8.82369 -1.12209 -1.80938
N -2.65291 0.13658 -1.88807
N -3.33120 1.19977 -2.49817
N -1.27726 0.04874 -1.57281
C -0.38806 1.22119 -1.86563
C 0.03973 1.33946 -3.47828
O -0.57427 0.49543 -4.32579
O 1.01497 2.38013 -3.88649
C 0.64308 3.70416 -3.31344
C 1.17493 4.23964 -1.82553
O -0.13500 4.48267 -4.11602
H -0.80061 -0.87374 5.62917
H 1.44377 -3.81793 2.42843
H -0.00341 -4.79094 3.16035
H -1.52378 -4.18738 1.44974
H -1.16074 -2.27141 1.76556
H -0.59811 -3.94105 -0.77078
H 1.04784 -3.78775 0.13376
H 2.21049 -1.94793 0.02187
H 1.43260 -0.23216 0.05566
H 2.82849 -2.00834 -2.23972
H 1.31580 -1.10203 -2.91873
H 3.25965 0.40024 -3.41389
H 2.64256 1.25936 -1.84742
H 4.80126 -1.00030 -1.22761
H 5.38379 0.49534 -2.35435
H 3.58273 1.43548 0.13282
H 5.13279 2.22058 -0.61449
H 6.54409 0.14087 0.55964
H 5.83665 1.50911 1.73085
H 3.96509 0.07733 2.59633
H 4.11234 -1.13059 1.08741
H 6.24245 -2.21599 0.62595
H 4.82194 -3.13433 1.59489
H 6.60363 -3.23314 2.22973
H -2.75405 1.60074 -3.29765
H -4.21332 0.88683 -2.95934
H 0.56396 1.32766 -1.19424
H -1.03671 2.20318 -1.66433
H 2.21017 3.75774 -1.56271
H 0.38127 3.80952 -1.04433
H 1.14017 5.40614 -1.71580
C 0.36486 2.04968 3.94694
C -0.48392 2.57616 2.79394
C 0.04585 2.15173 1.42288
C 1.45240 2.69323 1.22584
N 2.61917 3.14258 1.06235
H 1.38502 2.44490 3.91110
H -0.06679 2.35306 4.90597
H 0.41777 0.95514 3.92736
H -0.52477 3.67063 2.85456
H -1.50937 2.20865 2.91103
H -0.60361 2.54173 0.63210
H 0.06491 1.05974 1.33888
```

In the order shown, the computed max |F| values come out to 3.825 3.820 10.101 eV/A.
In the order shown, the computed energy values come out to -3551.75721 -2529.08488 -2889.54744 a.u..